Entry 1:
# C4H10NO

A 2-piece molecular cluster, C4H10NO overall (the ωB97M-V functional and the def2-TZVPD basis, the OMol25 dataset).

* E_HOMO: -12.1 eV
* molar mass: 88.130 g mol⁻¹
* net charge: +1
* LUMO energy: -3.849 eV
* frontier orbital gap: 8.23 eV

Last column: natural (NBO) charge in e.
Geometry (Å):
O -2.01472 0.03503 0.68457  -0.71
N 2.76723 0.62232 0.02978  -0.70
C -2.50524 -1.80128 -0.74081  -0.49
C 1.62789 1.61185 -0.08418  -0.09
C -2.17938 -1.30506 0.44020  0.11
C 0.43789 1.12020 -0.34729  -0.30
H 2.73068 -0.05803 -0.72721  0.45
H 0.28963 0.04838 -0.29991  0.23
H -2.67306 -1.13316 -1.57647  0.21
H 3.67714 1.07962 -0.02224  0.45
H -1.81464 0.15776 1.62315  0.49
H -2.60516 -2.86679 -0.86344  0.23
H 2.76785 0.12154 0.92036  0.45
H 1.98132 2.59604 0.17691  0.24
H -0.43897 1.72387 -0.51544  0.27
H -2.04845 -1.95229 1.30202  0.17

---

Entry 2:
# H3IO3Si

A 2-piece molecular cluster, H3IO3Si overall in a non-equilibrium geometry (the ωB97M-V functional and the def2-TZVPD basis, the OMol25 dataset).

* SMILES: O=[Si](O)I.O
* E_HOMO: -10.4 eV
* molar mass: 206.011 g mol⁻¹
* LUMO energy: -0.374 eV
* frontier orbital gap: 10.00 eV

Last column: natural (NBO) charge in e.
Geometry (Å):
I 2.54748 1.11300 0.06653  -0.21
Si 1.06565 -0.79597 -0.08675  1.96
O 0.11281 -1.09237 1.19970  -1.08
O 0.84854 -1.64256 -1.27784  -1.19
O -1.31654 1.25168 -0.49581  -0.94
H -1.81771 1.31079 -1.32688  0.48
H 0.44797 -0.66682 2.00922  0.51
H -1.88821 0.52224 -0.08817  0.48

---

Entry 3:
# C31H24F5N3O5PtS4SbTe

C31H24F5N3O5PtS4SbTe as an isolated structure in a non-equilibrium geometry (the ωB97M-V functional and the def2-TZVPD basis, the OMol25 dataset).

* E_HOMO: -6.2 eV
* molar mass: 1186.245 g mol⁻¹
* net charge: -1
* LUMO energy: 0.532 eV
* frontier orbital gap: 6.75 eV

Last column: Mulliken charge in e.
Geometry (Å):
Pt 0.07276 -0.33842 -0.09344  2.28
Te 2.16723 -2.53649 -1.15714  1.54
Sb -1.46363 -2.32216 -2.48035  1.48
S 1.99348 -1.46344 1.17453  -0.35
S -1.97716 -0.44619 -1.12053  -0.67
S -0.81087 -1.94201 1.36486  -0.35
S 0.37281 1.43664 2.57370  1.22
F 2.98741 -0.76512 -0.97540  -0.50
F 0.90779 -3.69749 -0.27909  -0.37
F 1.71015 -3.85282 -2.46189  -0.46
F 3.41540 -3.68880 -0.38245  -0.35
F 3.48310 -2.37086 -2.50590  -0.40
O 0.31917 0.25422 3.38755  -0.61
O 0.64410 -1.52334 -1.73133  -1.43
O 0.56309 1.24052 -1.31527  -0.79
O 0.20473 3.43225 -1.48163  -0.74
O -0.16312 2.67346 3.07680  -0.77
N 3.35733 -3.71502 3.83791  -0.57
N -0.97097 -4.58024 4.05440  -0.58
N -0.39506 1.13316 1.17810  -0.12
C 0.96947 -3.26951 2.97087  0.68
C -3.22378 -5.32206 0.06318  -0.65
C -1.83122 -4.11677 -1.47111  0.99
C -1.26396 -6.36300 -0.87410  -0.66
C 4.80705 2.04617 1.68574  1.01
C 1.19791 -1.88509 -5.91073  -0.62
C -2.94801 -4.16237 -0.64482  -0.60
C 0.53967 -1.65946 -4.71012  -0.41
C -0.10507 -3.99642 3.57098  -0.37
C -0.82459 2.26575 0.34631  -0.84
C 0.04828 2.37403 -0.90539  0.81
C 2.29576 -3.51572 3.44106  -0.23
C -4.27863 -3.01219 -3.63951  -0.42
C -4.68556 -0.55985 -4.87205  -0.76
C -3.52333 -0.78877 -4.15005  -0.48
C 2.09717 1.70611 2.23260  0.49
C 2.49255 2.53848 1.19458  -0.39
C 4.39195 1.24542 2.74438  -0.63
C 3.84054 2.69798 0.92519  -1.03
C 1.00980 -3.07476 -6.59909  -0.45
C 0.71479 -2.37885 1.97768  1.26
C -2.38260 -6.42003 -0.05473  -0.59
C -0.52270 -3.82210 -4.90582  -0.55
C 6.26529 2.17235 1.33989  -1.50
C -3.31198 -2.01769 -3.52750  0.62
C -0.97570 -5.20519 -1.58228  -0.50
C -0.31118 -2.63784 -4.21227  0.59
C 0.15204 -4.04330 -6.09792  -0.70
C -5.44480 -2.78042 -4.35884  -0.65
C 3.04519 1.06918 3.01990  -0.59
C -5.64860 -1.55475 -4.97444  -0.41
H 1.53682 -3.25010 -7.52827  0.38
H 6.89652 1.96686 2.20434  0.39
H 6.49917 3.17111 0.97027  0.38
H -0.81080 3.19796 0.90317  0.43
H 0.71719 -0.74793 -4.15521  0.45
H -2.58891 -7.31809 0.51324  0.38
H -4.84043 0.39892 -5.35048  0.39
H -6.19376 -3.55884 -4.43530  0.39
H -4.08000 -5.35854 0.72368  0.41
H 0.00870 -4.97441 -6.63130  0.40
H 5.13016 0.73177 3.34919  0.35
H -4.13067 -3.97541 -3.16363  0.34
H -1.19842 -4.57937 -4.52343  0.37
H -2.78507 0.00121 -4.06739  0.36
H -0.07103 -5.13724 -2.17416  0.32
H -0.59508 -7.21103 -0.94154  0.43
H 1.76881 3.06694 0.58999  0.41
H 6.53107 1.45957 0.55610  0.27
H -6.55840 -1.37264 -5.53249  0.37
H 2.72185 0.41782 3.82039  0.41
H 4.14272 3.32972 0.09832  0.39
H -1.85372 2.08639 0.01803  0.27
H 1.87093 -1.13178 -6.29850  0.41
H -3.58586 -3.29279 -0.53091  0.45

---

Entry 4:
# C33H26N4OPdSSi

C33H26N4OPdSSi as an isolated structure in a non-equilibrium geometry (the ωB97M-V functional and the def2-TZVPD basis, the OMol25 dataset).

* E_HOMO (alpha / beta): -11.0 / -10.9 eV
* <S²>: 0.759
* molar mass: 661.171 g mol⁻¹
* net charge: +1
* 2S+1: 2
* LUMO energy (alpha / beta): -4.249 / -4.322 eV
* frontier orbital gap (alpha / beta): 6.74 / 6.55 eV

Last column: natural (NBO) charge in e.
Geometry (Å):
Pd -0.17502 0.05584 0.28172  0.67
S 1.95324 0.40463 -0.73742  -0.09
Si -0.04540 0.00908 2.60813  1.73
O -0.56024 1.94736 -0.73284  -0.64
N -2.28074 -3.18303 -1.75009  -0.35
N -1.00205 -1.82963 -0.58514  -0.56
N 0.18334 2.11300 -1.82385  0.01
N -6.52989 -5.40842 -6.57144  -0.26
C 2.12640 1.76029 -3.10734  -0.22
C 1.66518 2.62184 -4.07136  -0.15
C -4.37039 0.92079 3.99193  -0.18
C 2.18801 -3.42789 2.79216  -0.23
C -1.72808 -3.93072 -0.72670  -0.07
C -3.35664 0.72320 4.92079  -0.20
C -1.78097 0.36741 3.13048  -0.50
C -1.81142 -1.92404 -1.61040  0.21
C -4.09905 0.84747 2.63334  -0.19
C 0.47783 -1.72277 2.90000  -0.63
C -2.80920 0.57121 2.20449  -0.21
C 0.42407 3.22797 -3.89814  -0.24
C -5.81309 -5.03262 -5.75781  0.26
C 1.25748 2.50842 2.58543  -0.20
C -4.42084 -5.43326 -3.77649  -0.12
C -3.55876 -4.97840 -2.79425  -0.25
C -0.42670 -2.67222 3.39162  -0.18
C -3.17759 -3.64834 -2.76410  0.24
C 2.84505 1.92491 4.79505  -0.21
C -0.01802 -3.98122 3.60087  -0.21
C -3.66708 -2.77365 -3.72131  -0.24
C -4.52881 -3.22720 -4.70255  -0.14
C 1.28720 -4.35599 3.30325  -0.17
C -0.29253 2.95498 -2.76496  0.03
C 1.78573 -2.11784 2.58622  -0.11
C 2.12581 3.46446 3.08622  -0.20
C 1.17536 1.24862 3.18972  -0.52
C 2.91535 3.17296 4.19233  -0.18
C -0.94594 -3.08596 -0.01495  -0.07
C 1.98560 0.95826 4.29130  -0.20
C 1.37259 1.49288 -1.95944  0.02
C -2.06482 0.45164 4.49489  -0.20
C -4.91235 -4.56096 -4.73677  -0.16
H -2.05845 -1.10913 -2.26736  0.22
H -3.18976 -5.67682 -2.05776  0.23
H -1.44639 -2.38287 3.61986  0.23
H 2.25734 2.81998 -4.95426  0.24
H -0.71587 -4.70848 3.99549  0.23
H 0.64163 2.74285 1.72365  0.22
H 3.20138 -3.72626 2.55738  0.23
H -1.92786 -4.97556 -0.58379  0.24
H -1.25743 3.37719 -2.52955  0.24
H 1.60563 -5.37624 3.47415  0.23
H -4.91113 -2.54544 -5.45002  0.24
H 3.07951 1.26045 -3.20942  0.25
H -3.38740 -1.73040 -3.71488  0.22
H -0.33974 -3.29560 0.84978  0.24
H 3.59036 3.92198 4.58545  0.23
H -5.37497 1.13858 4.32998  0.23
H -3.57038 0.78620 5.97977  0.23
H -4.71658 -6.47320 -3.80164  0.24
H 2.49015 -1.39509 2.18817  0.22
H -1.27745 0.31059 5.22818  0.22
H 0.01470 3.90461 -4.63330  0.24
H 1.94592 -0.01907 4.75925  0.22
H 2.18755 4.43756 2.61654  0.22
H -2.60548 0.52390 1.13807  0.20
H -4.89023 1.00796 1.91259  0.22
H 3.46225 1.70016 5.65524  0.23

---

Entry 5:
# C20H35BCrF7N2O14

C20H35BCrF7N2O14 as an isolated structure in a non-equilibrium geometry (the ωB97M-V functional and the def2-TZVPD basis, the OMol25 dataset).

* E_HOMO (alpha / beta): -8.6 / -13.0 eV
* <S²>: 20.014
* molar mass: 723.294 g mol⁻¹
* net charge: +1
* 2S+1: 9
* LUMO energy (alpha / beta): -2.903 / -10.356 eV
* frontier orbital gap (alpha / beta): 5.65 / 2.67 eV

Last column: Mulliken charge in e.
Geometry (Å):
Cr -0.73606 -2.93260 0.06967  0.06
F -0.01464 0.71671 2.26347  -0.38
F 4.73358 8.05412 -1.18991  -0.26
F 1.29017 0.57425 0.38713  -0.38
F 3.21849 7.22930 0.14221  -0.21
F -0.97589 0.80125 0.11420  -0.48
F -0.19469 -1.15172 0.98059  1.18
F 2.66854 8.67257 -1.35356  -0.26
O 3.50158 6.63278 -3.35485  -0.30
O -2.68298 -2.05090 -0.12400  -0.24
O -4.26418 -0.93140 1.02348  -0.37
O -0.91172 -3.24146 4.21446  -0.13
O 1.45047 -3.22515 0.53552  -0.08
O -0.06891 -2.19108 -1.84184  -0.23
O 1.23495 -2.67653 -3.61872  -0.39
O 2.60852 5.37144 -1.55160  -0.27
O 3.40529 -3.07901 1.56812  -0.40
O 0.19804 -0.80592 -3.58044  -0.42
O 2.93062 -4.91075 0.59606  -0.41
O -4.74981 -1.65543 -0.92288  -0.39
O -1.34336 -5.27750 3.63882  -0.32
O -1.22506 -3.67769 2.00789  -0.35
N -4.22523 2.43598 1.52939  -0.47
N -0.26984 6.84885 0.40739  -0.53
C -3.43807 3.17731 1.15040  0.27
C -2.41831 4.12647 0.67241  -0.49
C 3.17263 6.51355 -2.05965  0.13
C 2.49246 -3.71756 0.89025  0.63
C 3.35292 -1.66172 1.64038  -0.59
C -3.34917 -0.60226 2.05100  -0.02
C 1.11739 4.88655 1.40855  -0.59
C -1.48458 -6.34806 2.70665  -0.36
C 0.39175 -1.92679 -2.94046  0.72
C 2.28779 4.34333 -2.47727  -0.26
C 3.47584 7.59967 -1.08883  0.89
C 0.32468 5.96524 0.84763  0.43
C -0.67751 -1.88275 4.04238  0.02
C 0.99710 4.67313 -3.21646  -0.96
C -0.60406 0.20624 -2.95425  -0.23
C 1.75161 -3.83551 -3.02648  -0.48
C 2.00495 -5.91179 0.18711  -0.23
C -3.79727 -1.58607 -0.02568  0.69
C -4.44376 -2.17614 -2.20849  -0.66
C -1.16888 -4.07650 3.14760  0.76
B 0.03931 0.26635 0.93494  0.15
H 0.52464 4.13826 1.92587  0.31
H -5.34293 -2.56864 -2.66389  0.31
H 1.78307 5.28838 2.17345  0.37
H 0.95461 -4.47910 -2.63970  0.16
H -2.75729 0.28200 1.82654  0.07
H -2.72617 -1.45919 2.33616  -0.42
H 2.28716 -4.43715 -3.75432  0.36
H 2.13329 3.44982 -1.86890  0.18
H -4.05957 -1.37632 -2.84648  0.26
H -0.78053 0.95766 -3.71724  0.33
H 1.21136 -6.00693 0.93315  -0.11
H 0.17839 -1.62931 4.68827  0.35
H -0.69568 -6.35252 1.95136  0.01
H -2.41412 -6.14658 2.16210  0.33
H -2.92606 4.80022 -0.01657  0.36
H -3.64615 -2.91710 -2.16308  0.25
H -1.51664 -7.28160 3.24832  0.27
H -2.09383 4.71903 1.52276  0.25
H 3.10837 4.05794 -3.14162  0.39
H -3.92773 -0.36287 2.94402  0.50
H -1.55415 -0.18850 -2.60355  0.04
H -0.38308 -1.64862 3.01653  -0.25
H 4.17234 -1.29328 2.24841  0.33
H 1.61586 -5.74071 -0.81181  0.13
H 3.39906 -1.17831 0.66286  0.34
H 0.51934 3.76880 -3.58985  0.25
H -1.56381 -1.32072 4.37850  0.38
H 0.33015 5.19014 -2.52784  0.29
H -0.04934 0.65514 -2.13460  0.09
H 1.19256 5.31168 -4.07970  0.36
H -1.63662 3.54773 0.19656  0.12
H 2.43502 -1.27603 2.09670  0.08
H 1.67874 4.42986 0.59795  0.08
H 2.42912 -3.62497 -2.19651  0.16
H 2.51591 -6.87097 0.22383  0.30

---

Entry 6:
# C17H17BrCdO3S

C17H17BrCdO3S as an isolated structure in a non-equilibrium geometry (the ωB97M-V functional and the def2-TZVPD basis, the OMol25 dataset).

* E_HOMO: 0.0 eV
* molar mass: 493.703 g mol⁻¹
* net charge: -2
* LUMO energy: 4.223 eV
* frontier orbital gap: 4.19 eV

Last column: natural (NBO) charge in e.
Geometry (Å):
Cd 0.17462 -2.26652 -1.21917  1.77
Br -2.04459 -1.09720 -1.72412  -0.85
S -0.02733 0.79167 0.17438  2.08
O 0.92733 -0.67152 0.12472  -0.96
O -1.39155 0.22880 0.58318  -0.96
O -0.32535 1.12712 -1.29170  -0.95
C 0.71703 -1.12158 -3.14093  -0.40
C -0.62574 -2.85558 0.85881  -0.40
C -0.11496 2.33798 1.08486  -0.27
C -1.19829 4.50868 1.25951  -0.25
C -1.41624 -3.55138 -0.07277  -0.36
C 0.73403 -4.28126 -0.27825  -0.42
C 0.20980 -2.39361 -3.50296  -0.41
C 1.92679 -1.31203 -2.44917  -0.37
C 0.70778 -3.31815 0.73992  -0.42
C 0.53510 2.55996 2.30351  -0.19
C -0.56536 4.73527 2.48366  -0.04
C -0.57947 -4.40728 -0.80365  -0.45
C 1.09872 -3.36020 -3.01310  -0.42
C -0.97714 3.32230 0.57075  -0.09
C 2.15170 -2.69111 -2.33397  -0.46
C 0.31149 3.75974 3.00068  -0.24
C -0.85945 6.00539 3.22379  -0.62
H 2.53438 -0.53763 -2.02315  0.21
H -0.57973 6.87950 2.59878  0.21
H -0.96516 -2.07167 1.50886  0.24
H 1.55034 -2.95479 1.29882  0.21
H 0.23641 -0.17818 -3.31765  0.25
H -0.71602 -2.57755 -4.01619  0.23
H -0.30802 6.05688 4.18515  0.20
H -1.50573 3.16041 -0.36049  0.25
H 0.80257 3.92125 3.95120  0.19
H 0.99507 -4.42494 -3.12042  0.20
H -1.88065 5.24309 0.84643  0.20
H 1.18553 1.80277 2.72154  0.22
H -2.46485 -3.40206 -0.24153  0.23
H 1.60092 -4.82273 -0.61117  0.20
H 2.98254 -3.15256 -1.82993  0.20
H -1.94920 6.05845 3.44143  0.21
H -0.88733 -5.04974 -1.60963  0.20